{"formula": "C64H171N7O25", "method": "wB97M-V/def2-TZVPD", "elements": ["C", "C", "O", "H", "H", "H", "H", "H", "H", "C", "C", "O", "H", "H", "H", "H", "H", "H", "C", "C", "O", "H", "H", "H", "H", "H", "H", "C", "C", "O", "H", "H", "H", "H", "H", "H", "C", "C", "O", "H", "H", "H", "H", "H", "H", "C", "C", "O", "H", "H", "H", "H", "H", "H", "C", "C", "O", "H", "H", "H", "H", "H", "H", "C", "C", "O", "H", "H", "H", "H", "H", "H", "C", "C", "O", "H", "H", "H", "H", "H", "H", "C", "C", "O", "H", "H", "H", "H", "H", "H", "C", "C", "O", "H", "H", "H", "H", "H", "H", "C", "O", "C", "C", "N", "C", "C", "O", "C", "H", "H", "H", "H", "H", "H", "H", "H", "H", "H", "H", "H", "H", "H", "H", "C", "O", "C", "C", "N", "C", "C", "O", "C", "H", "H", "H", "H", "H", "H", "H", "H", "H", "H", "H", "H", "H", "H", "H", "C", "O", "C", "C", "N", "C", "C", "O", "C", "H", "H", "H", "H", "H", "H", "H", "H", "H", "H", "H", "H", "H", "H", "H", "C", "O", "C", "C", "N", "C", "C", "O", "C", "H", "H", "H", "H", "H", "H", "H", "H", "H", "H", "H", "H", "H", "H", "H", "C", "O", "C", "C", "N", "C", "C", "O", "C", "H", "H", "H", "H", "H", "H", "H", "H", "H", "H", "H", "H", "H", "H", "H", "C", "O", "C", "C", "N", "C", "C", "O", "C", "H", "H", "H", "H", "H", "H", "H", "H", "H", "H", "H", "H", "H", "H", "H", "C", "O", "C", "C", "N", "C", "C", "O", "C", "H", "H", "H", "H", "H", "H", "H", "H", "H", "H", "H", "H", "H", "H", "H"], "coordinates": [[-6.362, 2.910, -2.183], [-5.075, 2.332, -1.686], [-4.604, 3.057, -0.595], [-6.222, 3.907, -2.640], [-7.056, 3.068, -1.370], [-6.928, 2.248, -2.927], [-4.245, 2.249, -2.416], [-5.214, 1.251, -1.470], [-3.659, 3.156, -0.749], [-0.744, -7.366, 2.168], [-1.224, -6.031, 1.638], [-2.146, -5.280, 2.433], [-0.423, -8.062, 1.409], [-1.509, -7.892, 2.768], [0.021, -7.257, 2.901], [-1.759, -6.138, 0.661], [-0.195, -5.404, 1.395], [-1.933, -5.296, 3.341], [6.541, 1.148, 0.737], [5.260, 0.374, 1.011], [5.052, -0.449, -0.113], [6.669, 1.763, -0.181], [7.322, 0.455, 0.616], [6.812, 1.718, 1.644], [4.423, 1.063, 1.125], [5.252, -0.205, 1.959], [4.475, -1.234, 0.042], [5.747, 2.694, -6.946], [4.284, 2.958, -7.372], [3.385, 2.410, -6.543], [6.376, 3.120, -7.701], [6.012, 1.620, -6.865], [5.830, 3.261, -6.022], [4.152, 2.655, -8.468], [4.212, 4.084, -7.371], [2.506, 2.411, -6.904], [0.161, -3.838, -5.747], [0.009, -5.218, -5.330], [-0.659, -6.041, -6.297], [-0.726, -3.242, -5.615], [0.286, -3.762, -6.878], [1.016, -3.378, -5.194], [-0.613, -5.321, -4.498], [1.039, -5.658, -5.093], [-1.636, -5.787, -6.371], [4.009, 0.646, -3.311], [3.297, -0.544, -3.941], [2.689, -0.160, -5.171], [3.348, 1.498, -3.135], [4.851, 1.006, -3.951], [4.512, 0.483, -2.362], [2.506, -0.975, -3.299], [4.061, -1.276, -4.106], [3.249, 0.468, -5.634], [-3.619, -0.681, 1.254], [-4.061, -2.050, 1.394], [-3.145, -2.977, 0.759], [-2.569, -0.570, 1.468], [-4.141, 0.039, 1.861], [-3.716, -0.303, 0.194], [-5.039, -2.145, 0.990], [-4.138, -2.381, 2.439], [-2.953, -3.667, 1.451], [0.914, -5.027, 4.988], [-0.172, -5.805, 5.699], [-1.541, -5.157, 5.608], [0.927, -5.025, 3.845], [1.860, -5.455, 5.262], [1.020, -3.973, 5.326], [0.020, -5.900, 6.741], [-0.336, -6.826, 5.300], [-1.948, -5.703, 6.276], [2.631, -4.344, 1.404], [1.928, -3.316, 0.508], [2.721, -2.132, 0.382], [3.646, -4.604, 0.958], [2.060, -5.275, 1.457], [2.795, -3.938, 2.396], [0.935, -3.050, 0.824], [1.874, -3.743, -0.508], [2.125, -1.388, 0.556], [3.864, 3.582, 4.290], [2.368, 3.749, 4.220], [1.809, 2.552, 3.752], [4.299, 4.584, 4.510], [4.155, 3.410, 3.272], [4.135, 2.822, 4.990], [2.202, 4.581, 3.432], [1.962, 4.097, 5.134], [0.935, 2.685, 3.305], [-1.432, 4.421, -3.147], [-0.892, 3.128, -2.535], [-1.929, 2.558, -1.636], [-2.437, 4.291, -3.554], [-0.748, 4.788, -3.961], [-1.491, 5.194, -2.398], [0.040, 3.308, -1.917], [-0.738, 2.414, -3.286], [-1.664, 1.622, -1.612], [4.817, 4.319, -2.254], [3.942, 4.932, -1.269], [3.260, 3.960, -0.534], [2.281, 4.624, 0.330], [1.120, 5.155, -0.303], [0.135, 5.602, 0.646], [-1.127, 6.221, -0.017], [-0.627, 7.238, -0.937], [-1.681, 8.092, -1.314], [5.553, 3.594, -1.845], [5.340, 5.050, -2.823], [4.176, 3.753, -3.003], [3.949, 3.429, 0.059], [2.742, 3.275, -1.222], [2.727, 5.373, 1.029], [1.998, 3.841, 1.083], [1.399, 5.865, -0.919], [0.498, 6.413, 1.327], [-0.136, 4.747, 1.238], [-1.770, 6.588, 0.775], [-1.794, 5.544, -0.571], [-2.648, 7.585, -1.653], [-1.399, 8.619, -2.285], [-1.972, 8.908, -0.700], [7.371, -2.726, 2.873], [6.337, -2.334, 3.886], [5.093, -2.892, 3.537], [4.117, -1.878, 4.122], [4.363, -1.815, 5.543], [3.297, -1.254, 6.335], [3.296, 0.287, 6.087], [4.489, 0.925, 6.540], [4.450, 1.459, 7.895], [7.066, -2.426, 1.822], [7.567, -3.841, 2.840], [8.276, -2.199, 3.081], [4.948, -3.921, 3.922], [4.977, -2.992, 2.394], [3.135, -2.372, 3.809], [4.142, -0.943, 3.539], [5.252, -1.348, 5.652], [3.462, -1.493, 7.406], [2.313, -1.694, 6.136], [2.474, 0.750, 6.542], [3.226, 0.469, 4.990], [5.243, 2.201, 7.949], [4.674, 0.626, 8.611], [3.437, 1.871, 8.086], [-1.946, 3.243, 7.760], [-0.897, 3.280, 6.829], [-0.732, 2.120, 5.977], [-1.723, 2.047, 4.903], [-1.422, 3.101, 3.890], [-2.227, 2.976, 2.653], [-3.744, 3.144, 2.667], [-4.015, 4.490, 3.127], [-5.382, 4.833, 3.214], [-2.985, 3.327, 7.295], [-1.844, 4.006, 8.573], [-1.800, 2.318, 8.355], [-0.740, 1.212, 6.621], [0.240, 2.352, 5.553], [-2.775, 2.231, 5.132], [-1.660, 1.068, 4.308], [-1.661, 3.996, 4.351], [-2.012, 1.997, 2.287], [-1.786, 3.710, 1.935], [-4.145, 2.403, 3.353], [-4.123, 3.125, 1.675], [-5.430, 5.918, 3.492], [-5.858, 4.173, 4.054], [-5.861, 4.667, 2.326], [-1.579, -0.763, -2.918], [-1.006, -0.061, -1.801], [0.416, -0.028, -1.907], [0.985, 0.688, -0.701], [0.926, -0.145, 0.508], [1.080, 0.610, 1.789], [0.832, -0.335, 2.966], [-0.490, -0.836, 2.884], [-0.788, -1.862, 3.798], [-1.363, -0.301, -3.888], [-2.608, -0.828, -2.704], [-1.186, -1.775, -2.842], [0.794, 0.441, -2.836], [0.781, -1.096, -1.950], [0.335, 1.594, -0.618], [2.077, 0.965, -0.876], [-0.011, -0.573, 0.629], [0.344, 1.393, 1.926], [2.085, 1.061, 1.856], [0.926, 0.092, 3.996], [1.533, -1.212, 2.961], [-1.660, -2.443, 3.468], [-1.078, -1.480, 4.796], [0.035, -2.545, 3.828], [0.689, 0.211, 9.382], [-0.645, -0.174, 8.959], [-0.537, -1.295, 8.080], [-1.944, -1.750, 7.787], [-2.682, -0.834, 6.934], [-3.841, -1.428, 6.323], [-4.467, -0.362, 5.376], [-5.039, 0.558, 6.197], [-5.848, 1.489, 5.510], [0.625, 0.994, 10.171], [1.345, 0.579, 8.577], [1.173, -0.739, 9.791], [0.089, -2.140, 8.420], [-0.104, -0.917, 7.071], [-2.434, -1.894, 8.745], [-1.954, -2.702, 7.244], [-2.978, 0.021, 7.459], [-4.502, -1.894, 7.014], [-3.544, -2.265, 5.674], [-5.196, -0.681, 4.624], [-3.557, -0.039, 4.895], [-5.257, 1.838, 4.649], [-5.879, 2.368, 6.155], [-6.815, 1.073, 5.219], [-3.899, -3.345, -2.134], [-4.100, -3.144, -3.565], [-3.294, -3.997, -4.444], [-3.731, -3.825, -5.890], [-3.267, -4.951, -6.834], [-3.119, -4.414, -8.218], [-2.695, -5.489, -9.213], [-3.818, -6.314, -9.361], [-3.591, -7.596, -9.918], [-3.677, -4.424, -1.853], [-4.851, -3.065, -1.743], [-3.047, -2.781, -1.750], [-3.351, -5.096, -4.196], [-2.246, -3.668, -4.280], [-3.350, -2.864, -6.272], [-4.798, -3.742, -5.849], [-3.975, -5.646, -6.863], [-2.474, -3.530, -8.142], [-4.080, -3.917, -8.419], [-1.832, -6.085, -8.885], [-2.326, -5.017, -10.175], [-4.176, -7.612, -10.802], [-3.924, -8.333, -9.194], [-2.531, -7.700, -10.216], [2.111, 1.450, -10.849], [1.159, 1.258, -9.837], [1.743, 0.505, -8.762], [0.625, 0.574, -7.637], [0.679, 1.938, -7.134], [-0.195, 2.312, -6.052], [-1.662, 2.161, -6.231], [-2.179, 0.853, -6.014], [-3.583, 0.833, -6.105], [2.459, 0.470, -11.155], [2.943, 2.157, -10.618], [1.526, 1.949, -11.699], [2.675, 0.943, -8.307], [1.910, -0.522, -8.993], [0.833, -0.089, -6.740], [-0.250, 0.157, -8.167], [0.664, 2.582, -7.859], [0.015, 3.367, -5.866], [0.244, 1.709, -5.223], [-1.874, 2.503, -7.274], [-2.107, 2.946, -5.546], [-3.949, 1.658, -5.492], [-3.955, -0.074, -5.608], [-3.959, 0.826, -7.091]], "forces_ev_per_a": [[-1.09, 0.06, -1.66], [0.60, -1.66, -1.00], [0.13, 0.37, 0.68], [0.05, -0.45, 0.06], [-0.10, -0.07, 0.47], [1.04, 0.78, 0.87], [-0.66, 0.53, -0.23], [-0.25, 0.35, 0.54], [0.38, 0.00, 0.12], [-1.47, -0.38, 1.07], [1.76, 1.51, -1.71], [-0.03, -0.33, -1.84], [0.20, 0.07, -0.41], [-0.25, 0.20, -0.55], [1.08, 0.31, 0.35], [0.59, -0.01, 0.79], [-2.60, -1.09, 0.56], [0.61, -0.07, 1.90], [0.11, 0.73, 0.97], [-0.39, 0.15, -0.36], [-0.35, -1.08, -0.48], [-1.05, -0.15, 0.64], [1.12, -1.25, 0.00], [-0.15, 0.16, -0.50], [-0.27, 0.31, -0.04], [0.65, 0.25, -0.48], [0.20, 0.87, 0.25], [-1.38, -0.44, 0.01], [2.22, 1.75, -2.82], [0.05, -1.29, 2.09], [0.51, 0.38, -0.32], [-0.32, 0.61, 0.27], [0.62, -0.39, 0.30], [0.01, 0.12, 1.16], [-0.14, -0.70, -0.15], [-1.44, -0.14, -0.15], [1.04, 2.20, -1.82], [0.78, -2.66, -0.89], [-0.44, 0.00, -0.48], [-0.45, 0.33, 0.47], [0.52, -0.25, 1.39], [-0.65, 0.04, -0.66], [-0.50, 0.17, 2.10], [-1.49, 0.22, -0.47], [1.34, 0.09, 0.21], [0.65, 0.80, -0.02], [0.05, 1.00, 0.28], [-0.51, -0.55, 0.25], [-0.20, -0.01, -0.25], [-0.77, -0.23, 0.01], [-0.21, -0.66, 0.28], [0.46, 0.24, -0.33], [0.30, -0.89, -0.19], [0.20, 0.40, -0.03], [1.05, 2.37, -1.82], [0.44, -2.20, 0.82], [-0.19, -0.52, 1.16], [0.50, -0.08, 0.34], [-0.48, 0.14, 0.40], [-0.07, -0.49, 0.87], [-1.02, -0.41, -0.59], [-0.05, 0.40, 0.08], [-0.03, 0.71, -1.16], [0.15, 0.80, -1.10], [-1.76, 0.40, -1.49], [2.19, -0.58, -0.20], [-0.54, -0.11, 1.50], [0.57, -0.49, 0.16], [-0.52, -0.61, -0.13], [0.51, 0.05, 0.89], [0.51, 0.46, 0.00], [-1.07, 0.09, 0.22], [0.83, 0.04, -0.92], [1.53, -0.39, -0.97], [0.62, -1.03, 0.39], [-1.22, 0.39, 0.54], [-0.02, 0.06, 0.08], [-0.03, -0.07, 0.19], [-0.59, -0.01, 0.38], [-0.34, -0.05, 0.30], [-0.49, 0.79, -0.22], [-0.51, 1.70, -0.26], [0.34, 1.66, -2.58], [-0.94, -0.60, -0.48], [-0.09, -0.74, 0.37], [0.60, -0.72, -0.41], [0.57, -0.46, 0.30], [-0.07, -0.99, 1.20], [-0.72, 0.15, 1.15], [0.78, 0.31, 0.96], [0.79, -0.12, -0.50], [-0.88, 1.23, 2.18], [1.10, 0.64, -0.79], [0.10, -0.20, -0.07], [-0.60, -0.34, 0.73], [0.09, 0.28, 0.10], [-0.92, -0.04, -0.88], [0.53, -1.09, -1.16], [-0.35, -0.18, 0.31], [-1.73, -1.21, -0.09], [1.66, -0.01, -1.54], [-0.38, 0.48, -1.39], [-0.57, -0.37, 3.02], [-0.67, -1.15, 0.08], [-0.81, 1.23, -0.53], [1.24, -0.37, -0.41], [-1.56, -0.19, 1.22], [-0.71, -0.02, -3.83], [-0.47, 0.43, 0.22], [0.33, 0.93, -0.07], [0.63, 0.44, 0.81], [0.98, -1.02, 0.87], [0.02, -0.10, 0.11], [0.39, -0.10, -0.59], [-0.32, 0.29, -0.61], [0.17, 1.24, -0.97], [0.09, -0.51, -0.21], [-0.27, -0.32, 0.48], [0.02, 0.76, 0.25], [0.56, -0.22, 0.03], [1.16, -0.02, 0.80], [0.14, -0.69, 1.09], [0.12, 0.41, 1.51], [-1.63, -0.43, -0.19], [2.57, -1.25, -2.37], [-0.11, 0.68, -1.38], [-1.53, -2.22, -1.36], [-0.67, -1.00, -0.50], [0.72, 1.51, 0.53], [0.80, -0.95, -0.52], [0.00, 0.25, 0.52], [-0.40, -1.57, -0.84], [-0.05, -0.21, 1.21], [-0.35, 1.12, 0.37], [0.52, 0.28, 0.50], [0.09, 0.45, 0.25], [0.13, 0.45, 1.44], [0.59, 0.87, 1.17], [0.23, -0.04, 0.33], [-0.05, 0.15, 0.49], [0.14, 0.33, -0.37], [0.18, 0.03, -0.53], [-1.55, 0.84, 0.70], [0.07, -0.07, 0.73], [-0.19, 0.11, 0.07], [-0.27, 0.73, -0.32], [0.65, 0.03, 0.09], [-0.62, -0.68, 0.88], [0.00, 0.63, -0.31], [0.27, 0.45, 2.31], [-0.88, -0.26, -3.41], [-0.57, 0.60, 0.17], [0.78, 1.23, -0.11], [1.01, 1.72, 1.28], [0.52, -0.26, 0.25], [1.03, -0.25, 3.92], [1.22, -0.26, 0.59], [0.15, 0.00, -1.22], [-0.75, -0.07, -0.40], [0.11, 0.39, -0.43], [0.20, -0.66, -0.19], [-0.02, -0.66, 0.98], [0.01, 1.00, 1.09], [0.33, -0.47, -0.49], [0.12, -0.91, -0.59], [-0.49, -0.54, 0.37], [-0.51, -0.07, -0.19], [-0.47, -0.87, -0.92], [-0.05, -1.05, -0.16], [0.40, 1.28, -1.35], [-1.44, -0.44, -2.41], [1.19, -0.11, 0.82], [0.48, 0.47, -0.70], [0.76, -1.32, 0.00], [0.31, 0.43, 0.09], [-1.13, 0.39, 1.33], [0.48, -0.70, 0.12], [0.51, -1.09, 1.10], [-0.65, 0.22, -0.84], [-0.91, 0.21, 0.20], [-0.02, 0.00, 0.18], [-1.36, 0.14, -0.11], [0.11, -0.29, -0.52], [-0.52, 0.08, 0.19], [-0.23, 0.81, 0.15], [0.79, -0.20, 0.30], [-1.40, -0.19, 0.13], [0.56, 0.22, -0.64], [-0.33, 0.50, -0.49], [-0.41, -0.27, 0.00], [0.36, 0.42, -0.91], [-0.30, 0.61, -0.29], [0.15, 0.31, -0.35], [0.52, 0.04, -0.16], [0.65, -0.56, 0.39], [-0.15, -1.09, 0.85], [1.78, -0.27, 0.07], [-0.09, 1.13, -2.14], [-0.29, -0.25, -0.30], [0.13, 1.36, 0.64], [-0.04, -0.20, -2.07], [0.82, -2.25, 0.74], [-0.93, 1.44, 1.15], [1.48, 0.64, 0.02], [-0.14, -0.66, -0.57], [-0.50, -0.06, -0.11], [-0.34, 1.32, -0.22], [-0.13, 0.52, 0.42], [-0.31, -0.65, 1.40], [-0.26, -0.27, 0.37], [0.33, -0.06, 0.21], [0.41, -1.00, -0.55], [-1.13, -0.01, 0.83], [0.40, 0.10, 0.02], [0.10, -0.65, 0.03], [0.18, 0.85, -0.75], [-0.68, -0.18, -0.14], [-0.71, -0.11, 0.07], [0.00, 0.15, 0.04], [0.77, -1.46, -1.31], [0.59, -1.38, -0.46], [0.58, 0.00, 1.28], [0.88, -0.38, -0.64], [0.69, 1.99, 0.95], [-0.22, 0.64, 1.26], [0.43, 0.89, -0.42], [-0.22, 0.13, 0.15], [0.82, 0.85, 0.25], [-0.45, 1.05, -0.56], [-0.32, 0.34, 0.80], [-0.31, 0.21, -0.01], [-0.19, 0.97, 0.18], [-0.37, -0.44, -0.28], [-0.05, -0.39, 0.00], [-0.85, -0.03, -0.29], [-0.76, -0.70, 0.02], [0.61, -0.56, -0.23], [-0.06, -0.53, -0.95], [-0.10, 0.24, 0.50], [-0.76, -0.32, 0.64], [-0.63, -0.56, -0.94], [0.20, -0.34, -0.10], [-0.41, -0.30, 0.35], [-1.14, 1.37, -1.74], [1.19, -0.18, 1.01], [-1.43, 1.08, 2.50], [1.83, -1.05, -0.06], [-0.18, -1.21, 0.25], [1.82, -0.93, 0.75], [-1.09, 1.00, -0.34], [0.83, 0.48, -0.11], [0.15, -0.42, 2.13], [0.50, -0.05, -0.38], [-0.42, -0.67, 0.29], [0.94, -0.84, 0.93], [-0.68, -0.22, -0.95], [0.23, -0.84, -0.70], [0.01, 0.51, -1.20], [-0.38, 0.79, 0.50], [-0.46, 1.28, -1.80], [-0.09, -0.02, 0.26], [-0.86, 0.49, 0.13], [-0.19, -0.24, 0.48], [-0.17, -1.06, -0.44], [-0.48, 0.24, -0.32], [0.29, 0.02, -0.15], [-0.32, 0.37, -1.33]], "energy_ev": -130744.027, "lumo_energy_ev": 0.3, "fmax_ev_per_a": 4.1, "orbital_gap_ha": 0.32084, "homo_ev": -8.40}